C20H28BN8O4Sc | ωB97M-V with the def2-TZVPD basis set

Geometry (Å):
Sc (0.344, 0.623, 0.490)
C (1.639, 3.439, -0.274)
C (2.874, 2.621, -0.005)
O (2.475, 1.242, -0.150)
C (3.437, 0.275, 0.315)
C (3.309, 0.137, 1.818)
O (1.893, 0.192, 2.091)
C (1.476, 0.035, 3.461)
C (0.509, 1.160, 3.777)
O (-0.265, 1.457, 2.591)
C (-0.676, 2.845, 2.518)
C (0.374, 3.613, 1.778)
O (0.566, 2.904, 0.533)
H (1.314, 3.377, -1.309)
H (1.801, 4.489, -0.032)
H (3.255, 2.788, 1.005)
H (3.662, 2.851, -0.724)
H (4.445, 0.569, 0.025)
H (3.186, -0.657, -0.192)
H (3.798, 0.943, 2.368)
H (3.726, -0.816, 2.149)
H (2.343, 0.103, 4.117)
H (1.024, -0.950, 3.581)
H (1.045, 2.060, 4.080)
H (-0.170, 0.867, 4.577)
H (-0.849, 3.245, 3.517)
H (-1.611, 2.879, 1.966)
H (1.324, 3.649, 2.319)
H (0.037, 4.629, 1.569)
C (-4.091, 0.250, 0.619)
C (-2.871, 0.657, 1.132)
N (-1.853, 0.182, 0.401)
N (-2.425, -0.585, -0.578)
C (-3.767, -0.535, -0.463)
B (-1.464, -1.412, -1.441)
N (-0.633, -0.460, -2.327)
C (-0.573, -0.308, -3.665)
C (0.373, 0.645, -3.966)
C (0.868, 1.038, -2.731)
N (0.248, 0.388, -1.738)
N (-0.527, -2.224, -0.496)
C (-0.472, -3.550, -0.255)
C (0.469, -3.795, 0.720)
C (0.958, -2.538, 1.045)
N (0.355, -1.589, 0.319)
N (-2.155, -2.452, -2.391)
C (-1.535, -3.217, -3.230)
C (-2.541, -4.037, -3.897)
C (-3.759, -3.621, -3.305)
N (-3.562, -2.684, -2.420)
H (-5.074, 0.478, 0.994)
H (-2.689, 1.238, 2.016)
H (-4.410, -1.076, -1.133)
H (-1.219, -0.854, -4.334)
H (0.664, 1.000, -4.939)
H (1.650, 1.745, -2.526)
H (-1.121, -4.250, -0.756)
H (0.750, -4.745, 1.139)
H (1.710, -2.279, 1.771)
H (-0.463, -3.205, -3.368)
H (-2.372, -4.801, -4.642)
H (-4.759, -3.971, -3.515)

The value obtained for the electronic energy is -62660.3330 eV. Its gap between HOMO and LUMO (spin up / spin down) is 9.1 / 5.4 eV. The charge is +3. As for the multiplicity: 2. The energy relative to the best compared isomer or geometry (same formula, charge and spin) is 0.680 eV. The value obtained for the HOMO energy (spin up / spin down) is -17.6 / -17.6 eV.

Mulliken atomic charge list, values in e, 4 entries: number 1, Sc, carries -0.13; number 2, C, carries -0.58; number 3, C, carries -0.59; number 4, O, carries 0.02


C20H28BaN5O4PSe4 | ωB97M-V with the def2-TZVPD basis set

Geometry (Å):
Ba (0.652, -0.587, -1.063)
O (-5.063, -2.213, 0.254)
C (-5.150, -0.914, -0.072)
C (-6.411, -0.316, 0.027)
C (-6.576, 1.022, -0.275)
C (-5.497, 1.801, -0.686)
C (-4.251, 1.205, -0.790)
C (-4.049, -0.142, -0.495)
C (-2.642, -0.662, -0.659)
O (-1.771, 0.129, -1.098)
N (-2.477, -1.943, -0.276)
N (-1.185, -2.388, -0.559)
C (-0.756, -3.471, -0.065)
C (0.647, -3.943, -0.440)
C (1.224, -5.036, 0.168)
C (2.499, -5.424, -0.235)
C (3.129, -4.734, -1.244)
C (2.479, -3.646, -1.828)
N (1.273, -3.256, -1.415)
H (-4.095, -2.459, 0.167)
H (-7.243, -0.930, 0.350)
H (-7.562, 1.466, -0.189)
H (-5.624, 2.849, -0.922)
H (-3.377, 1.761, -1.110)
H (-1.356, -4.067, 0.625)
H (0.700, -5.557, 0.960)
H (2.974, -6.265, 0.257)
H (4.113, -5.020, -1.593)
H (2.914, -3.082, -2.655)
N (3.478, -0.552, -0.820)
N (3.705, -1.341, 0.325)
C (2.730, -1.540, 1.320)
O (3.070, -2.115, 2.350)
O (1.528, -1.113, 1.019)
H (3.854, -0.990, -1.656)
H (3.860, 0.387, -0.757)
H (4.648, -1.464, 0.652)
Se (4.080, -1.593, -4.676)
Se (2.752, 0.201, -5.504)
Se (1.824, 1.153, -3.545)
Se (3.344, 2.515, -2.307)
C (2.894, 3.323, 2.413)
C (2.616, 2.224, 1.392)
P (0.896, 2.071, 0.755)
C (0.589, 3.767, 0.126)
C (-0.662, 3.868, -0.748)
C (-0.047, 2.002, 2.339)
C (-1.519, 1.631, 2.164)
H (3.953, 3.349, 2.688)
H (2.331, 3.186, 3.340)
H (2.640, 4.312, 2.023)
H (2.888, 1.246, 1.798)
H (3.215, 2.366, 0.488)
H (1.468, 3.990, -0.486)
H (0.552, 4.495, 0.944)
H (-0.658, 3.121, -1.545)
H (-0.734, 4.848, -1.227)
H (-1.582, 3.714, -0.177)
H (0.055, 2.946, 2.885)
H (0.450, 1.231, 2.936)
H (-2.070, 2.369, 1.577)
H (-2.027, 1.538, 3.128)
H (-1.641, 0.677, 1.647)

The value obtained for the electronic energy is -308208.9906 eV. Its gap between HOMO and LUMO is 5.2 eV. The charge is -2. The energy relative to the best compared isomer or geometry (same formula, charge and spin) is 0.030 eV. The value obtained for the HOMO energy is -1.1 eV.

Mulliken atomic charge list, values in e, 4 entries: number 1, Ba, carries 2.03; number 2, O, carries -0.71; number 3, C, carries 0.64; number 4, C, carries -0.74


C20H28Br2Cl3N4O2SZr | ωB97M-V with the def2-TZVPD basis set

Geometry (Å):
Zr (-0.435, -0.677, 0.599)
C (-1.627, 2.735, 2.170)
C (-0.246, 2.231, 2.432)
C (0.719, 3.094, 2.988)
C (2.000, 2.667, 3.204)
C (2.349, 1.323, 2.937)
C (3.631, 0.741, 3.122)
Br (5.060, 1.785, 3.726)
C (3.845, -0.593, 2.853)
C (2.787, -1.414, 2.443)
Br (3.049, -3.235, 2.102)
C (1.520, -0.889, 2.306)
O (0.410, -1.647, 2.027)
C (1.311, 0.494, 2.484)
N (0.050, 0.960, 2.161)
H (-2.129, 2.901, 3.127)
H (-2.222, 2.024, 1.602)
H (-1.610, 3.696, 1.657)
H (0.431, 4.109, 3.224)
H (2.747, 3.345, 3.597)
H (4.829, -1.021, 2.983)
C (-0.481, -4.915, -0.956)
C (-0.968, -3.500, -0.679)
C (-1.930, -3.020, -1.761)
C (-1.628, -3.438, 0.704)
N (0.209, -2.537, -0.608)
N (0.941, -2.302, -1.826)
H (-1.326, -5.603, -0.975)
H (0.208, -5.257, -0.181)
H (0.011, -4.984, -1.927)
H (-2.873, -3.559, -1.675)
H (-1.557, -3.216, -2.766)
H (-2.154, -1.949, -1.679)
H (-2.551, -4.018, 0.693)
H (-1.980, -2.426, 1.011)
H (-0.989, -3.821, 1.498)
H (0.884, -2.970, 0.029)
H (0.276, -2.241, -2.590)
H (1.532, -3.108, -2.019)
Cl (-6.077, -0.790, 0.187)
C (-5.101, 0.603, -0.242)
Cl (-5.419, 1.984, 0.800)
Cl (-5.237, 1.013, -1.950)
C (-3.695, 0.228, -0.021)
N (-2.597, -0.064, 0.152)
C (0.308, 4.218, -2.087)
C (-0.141, 2.841, -1.606)
S (1.242, 1.931, -0.912)
O (0.619, 0.502, -0.630)
C (2.304, 1.638, -2.332)
C (1.627, 1.032, -3.545)
H (-0.574, 4.792, -2.367)
H (0.947, 4.148, -2.965)
H (0.831, 4.773, -1.308)
H (-0.567, 2.229, -2.401)
H (-0.850, 2.915, -0.778)
H (3.094, 1.004, -1.923)
H (2.751, 2.618, -2.526)
H (1.103, 0.114, -3.282)
H (2.397, 0.778, -4.273)
H (0.942, 1.727, -4.028)

The value obtained for the electronic energy is -220994.0007 eV. Its gap between HOMO and LUMO is 6.4 eV. The charge is +3. The value obtained for the HOMO energy is -16.6 eV.

Mulliken atomic charge list, values in e, 4 entries: number 1, Zr, carries 1.44; number 2, C, carries -1.04; number 3, C, carries 0.76; number 4, C, carries -1.03


C20H28ClN5O3V | ωB97M-V with the def2-TZVPD basis set

Geometry (Å):
V (-0.181, -1.130, 0.283)
N (-0.064, -1.761, -2.788)
N (-0.198, -3.147, -2.703)
C (-0.702, -3.717, -1.605)
N (-0.846, -5.027, -1.531)
N (-1.102, -2.844, -0.650)
N (-1.509, -3.277, 0.579)
O (-1.708, -2.287, 1.315)
O (-1.581, -4.423, 0.939)
H (-0.746, -1.371, -3.429)
H (0.877, -1.518, -3.071)
H (0.019, -3.728, -3.501)
H (-0.563, -5.631, -2.286)
H (-1.190, -5.429, -0.670)
Cl (2.091, -2.187, -0.388)
C (3.019, -1.438, 0.929)
C (4.382, -1.293, 0.780)
C (5.074, -0.652, 1.797)
C (4.387, -0.182, 2.909)
C (3.016, -0.358, 3.018)
C (2.286, -1.006, 2.023)
C (0.806, -1.240, 2.104)
H (4.887, -1.655, -0.104)
H (6.143, -0.517, 1.713)
H (4.924, 0.327, 3.697)
H (2.490, 0.010, 3.890)
H (0.347, -0.494, 2.760)
H (0.600, -2.210, 2.569)
C (-3.615, -0.125, -0.648)
C (-3.486, 1.015, 0.366)
C (-3.187, 0.525, 1.785)
C (-2.516, 2.096, -0.076)
C (-3.009, 3.379, -0.283)
C (-2.185, 4.419, -0.680)
C (-0.836, 4.174, -0.876)
C (-0.294, 2.910, -0.687)
C (1.199, 2.724, -0.919)
C (1.975, 2.325, 0.336)
C (1.501, 1.781, -2.090)
C (-1.150, 1.872, -0.284)
O (-0.588, 0.633, -0.141)
H (-4.365, -0.847, -0.318)
H (-2.673, -0.653, -0.787)
H (-3.921, 0.263, -1.621)
H (-4.468, 1.494, 0.411)
H (-2.204, 0.067, 1.867)
H (-3.930, -0.210, 2.102)
H (-3.215, 1.360, 2.487)
H (-4.065, 3.559, -0.124)
H (-2.590, 5.410, -0.834)
H (-0.180, 4.980, -1.183)
H (1.573, 3.709, -1.209)
H (1.662, 1.356, 0.718)
H (1.826, 3.058, 1.131)
H (3.044, 2.273, 0.121)
H (1.175, 0.767, -1.853)
H (2.574, 1.763, -2.294)
H (0.988, 2.108, -2.996)

The value obtained for the electronic energy is -72988.9852 eV. Its gap between HOMO and LUMO (spin up / spin down) is 6.4 / 6.4 eV. The charge is +1. As for the multiplicity: 3. The energy relative to the best compared isomer or geometry (same formula, charge and spin) is 0.000 eV. The value obtained for the HOMO energy (spin up / spin down) is -10.5 / -10.5 eV.

Mulliken atomic charge list, values in e, 4 entries: number 1, V, carries 0.81; number 2, N, carries -0.40; number 3, N, carries -0.23; number 4, C, carries 0.53